Density functional theory data (the ωB97M-V functional and the def2-TZVPD basis) for C19H42P2PtSi as an isolated structure in a non-equilibrium geometry.

XYZ file:
```
65
Properties=species:S:1:pos:R:3:mulliken_charge:R:1
P 4.045 -3.416 -1.850 0.68
P 1.416 -5.063 0.610 0.89
C 4.032 -4.689 -0.592 -0.36
C 2.771 -5.594 -0.547 -1.03
H 4.154 -4.159 0.399 -0.18
H 4.953 -5.280 -0.727 0.68
H 2.323 -5.773 -1.540 0.46
H 3.118 -6.577 -0.190 0.58
C 1.817 -6.047 2.112 -1.47
H 1.072 -5.800 2.880 0.45
H 2.810 -5.777 2.506 0.40
H 1.797 -7.131 1.932 0.48
C -0.233 -5.657 0.179 -1.22
H -0.340 -6.736 0.383 0.44
H -0.475 -5.511 -0.882 0.43
H -1.000 -5.148 0.772 0.43
C 5.736 -2.808 -1.988 -1.42
H 5.755 -1.849 -2.528 0.42
H 6.335 -3.551 -2.531 0.48
H 6.167 -2.649 -0.989 0.42
C 3.567 -4.180 -3.403 -1.23
H 2.741 -4.887 -3.247 0.45
H 4.446 -4.728 -3.777 0.43
H 3.262 -3.409 -4.126 0.42
Pt -1.428 -0.355 -0.828 0.83
C 1.981 -3.500 1.367 0.64
C 3.388 -3.194 1.686 -1.37
C 3.890 -1.810 1.854 -0.88
C 3.457 -0.688 0.804 -0.06
C 3.693 -0.959 -0.589 -1.53
C 3.138 -1.996 -1.440 0.70
C 1.666 -2.474 -1.103 -1.15
C 1.214 -2.539 0.350 -1.18
C -0.307 0.812 -2.034 -1.17
H 1.388 -3.445 2.302 0.91
H 3.931 -3.913 2.325 0.38
H 4.988 -1.926 1.767 0.39
H 3.732 -1.372 2.874 0.41
H 2.436 -0.333 1.026 -0.37
H 4.129 0.155 1.028 0.63
H 4.330 -0.273 -1.157 0.49
H 3.082 -1.549 -2.467 0.77
H 1.495 -3.424 -1.658 0.51
H 0.984 -1.735 -1.572 -0.16
H 1.140 -1.535 0.772 0.31
H 0.165 -2.881 0.334 0.61
H -0.883 1.080 -2.938 0.44
H 0.645 0.310 -2.256 0.16
H -0.131 1.702 -1.424 0.37
C -3.060 1.366 2.994 -1.09
Si -1.800 1.106 1.586 0.05
C -2.311 2.234 0.173 -0.99
C -0.101 1.551 2.261 -0.88
C -2.064 -0.729 1.103 -0.77
H -2.967 2.369 3.436 0.32
H -2.894 0.621 3.786 0.30
H -4.082 1.241 2.606 0.33
H -1.845 3.217 0.322 0.28
H -2.018 1.876 -0.829 0.29
H -3.400 2.353 0.164 0.32
H 0.150 0.946 3.142 0.30
H 0.708 1.435 1.530 0.18
H -0.095 2.600 2.594 0.42
H -3.117 -1.038 1.200 0.57
H -1.390 -1.436 1.633 0.09
```

- energy (eV) = -50064.8029
- energy above the lowest of the compared OMol25 structures with the same formula, charge and spin (eV) = 0.000
- M (g/mol) = 555.66
- F_max (Eh/bohr) = 0.1003
- 2S+1 = 5
- gap between HOMO and LUMO (spin up / spin down) (eV) = 7.0 / 6.6
- lowest unoccupied orbital energy (spin up / spin down) (Eh) = -0.2119 / -0.2423
- net charge = +2